The following is a quantum chemistry calculation of C6H14N2O in the gas phase, from OMol25.

Positions of all 23 atoms, in Å:
C1 2.506 0.620 -0.135
N1 1.238 0.398 0.514
C2 0.028 1.329 0.119
C3 -0.958 0.202 0.046
C4 -1.904 0.107 1.229
C5 -1.681 -0.003 -1.270
C6 0.472 -0.794 0.255
N2 0.750 -1.578 -0.877
O1 0.397 -1.633 1.341
H1 2.940 1.537 0.265
H2 3.185 -0.206 0.079
H3 2.421 0.742 -1.229
H4 -0.114 2.075 0.900
H5 0.264 1.813 -0.835
H6 -1.401 0.379 2.157
H7 -2.293 -0.907 1.331
H8 -2.755 0.780 1.100
H9 -1.005 0.113 -2.115
H10 -2.095 -1.012 -1.324
H11 -2.504 0.707 -1.379
H12 1.015 -2.526 -0.650
H13 1.127 -1.057 -1.656
H14 0.366 -1.085 2.135

Properties
Frontier orbital gap (hartree): 0.3342
Net charge: 0
LUMO energy (eV): 0.91
SMILES string: CN1CC(C)(C)[C@]1(N)O
E (Ha): -421.7264
HOMO (eV): -8.19

Atom charges from the Löwdin analysis, given in e for atoms 1 to 4: number 1, C, carries -0.1085; number 2, N, carries -0.0953; number 3, C, carries -0.0782; number 4, C, carries -0.4267



The following is a quantum chemistry calculation of C6H14N2O in the gas phase, from OMol25.

Positions of all 23 atoms, in Å:
C1 0.340 0.385 -0.504
C2 1.106 1.602 0.023
C3 0.993 -0.144 -1.773
C4 0.287 -2.088 0.234
C5 -0.803 -0.224 1.575
C6 0.020 -0.625 0.515
N1 -1.131 1.085 -0.996
N2 -1.540 0.879 1.532
O1 -1.039 -1.061 2.647
H1 -0.333 -1.717 2.690
H2 -1.025 1.915 -1.572
H3 -1.676 0.395 -1.502
H4 -2.076 1.010 2.382
H5 -1.597 1.221 0.098
H6 2.119 1.285 0.273
H7 1.966 -0.575 -1.537
H8 0.621 2.001 0.910
H9 1.176 2.391 -0.731
H10 1.150 0.667 -2.487
H11 0.391 -0.917 -2.250
H12 1.354 -2.317 0.154
H13 -0.121 -2.732 1.015
H14 -0.178 -2.438 -0.697

Properties
Frontier orbital gap (hartree): 0.2686
Net charge: 0
LUMO energy (eV): 0.74
E (Ha): -421.7152
HOMO (eV): -6.57

Atom charges from the Löwdin analysis, given in e for atoms 1 to 4: number 1, C, carries -0.4575; number 2, C, carries -0.0507; number 3, C, carries -0.0559; number 4, C, carries -0.0818



The following is a quantum chemistry calculation of a 2-piece molecular cluster, C6H14N2O overall, from OMol25.

Positions of all 23 atoms, in Å:
C1 0.647 0.725 0.853
C2 -0.896 -1.044 -1.622
C3 2.640 1.950 1.728
C4 -0.329 -1.398 1.773
C5 -2.542 0.233 -2.975
C6 1.234 1.310 2.070
N1 -0.462 -2.143 -2.109
N2 0.064 -0.320 0.857
O1 -1.654 -0.151 -1.895
H1 0.724 1.178 -0.114
H2 2.866 2.525 2.611
H3 2.598 2.605 0.769
H4 3.445 1.169 1.526
H5 -0.888 -1.026 2.628
H6 0.558 -1.790 2.034
H7 -0.863 -2.119 1.202
H8 -2.103 -0.218 -3.941
H9 -2.677 1.338 -2.996
H10 -3.453 -0.243 -2.996
H11 1.190 0.528 2.905
H12 0.706 2.254 2.275
H13 0.129 -2.820 -1.609
H14 -0.932 -2.543 -2.974

Properties
Frontier orbital gap (spin up / spin down) (hartree): 0.2990 / 0.3342
Net charge: +2
LUMO energy (spin up / spin down) (eV): -10.63 / -9.86
E (Ha): -420.9180
HOMO (spin up / spin down) (eV): -18.77 / -18.95

Atom charges from the Löwdin analysis, given in e for atoms 1 to 4: number 1, C, carries -0.1149; number 2, C, carries -0.1232; number 3, C, carries -0.0588; number 4, C, carries 0.0487



Result set for energy above the lowest of the compared OMol25 structures with the same formula, charge and spin: 193.89; 223.35; 267.23 kJ/mol, one per record in the order listed.